Molecular formula: C20H28N4O4
Method: DFT, the ωB97M-V functional and the def2-TZVPD basis

Each line ends with the Mulliken charge.
Cartesian coordinates (Å):
H1 -1.19 2.96 2.50  0.32
H2 3.50 -2.20 -0.42  0.68
H3 2.84 0.86 -2.35  0.44
N1 -0.47 1.59 -0.41  0.33
H4 -2.43 -1.98 -1.84  0.23
O1 -2.94 3.01 1.55  -0.49
H5 -1.68 1.40 1.79  0.29
C1 0.65 -0.51 -0.65  0.39
O2 -1.89 2.27 -2.06  -0.68
C2 4.19 0.16 0.66  -0.27
H6 5.19 1.57 1.92  0.42
C3 -3.31 -1.71 -1.26  -1.35
C4 -0.04 -2.42 1.34  -0.35
H7 1.01 1.75 1.67  0.29
H8 0.14 3.29 0.63  0.48
C5 2.90 -1.39 -0.84  -1.38
H9 -1.24 0.22 -3.24  0.29
H10 -2.98 -3.86 0.25  0.41
C6 3.82 2.28 -1.09  -0.70
H11 -0.01 -2.92 2.30  0.52
C7 1.38 -2.36 0.81  0.78
H12 4.85 3.46 0.37  0.41
H13 -4.10 -2.43 -1.48  0.46
H14 3.68 3.10 -1.77  0.43
O3 2.27 -3.07 1.23  -0.69
H15 -3.88 1.27 0.94  0.16
N2 0.95 0.82 1.29  -0.06
H16 -4.78 2.80 0.79  0.32
C8 -3.00 -1.72 0.24  0.74
H17 -3.49 2.41 -0.37  0.20
C9 -1.64 2.49 1.62  -0.09
H18 -3.92 -1.51 0.79  0.45
H19 1.74 0.22 1.49  0.34
C10 3.53 -0.05 -0.54  0.47
C11 -2.42 -3.05 0.71  -1.03
H20 2.76 -1.54 -1.91  0.38
O4 0.25 -1.65 -2.70  -0.70
H21 -0.66 -4.27 0.45  0.42
C12 3.35 1.02 -1.41  -0.27
N3 1.60 -1.45 -0.18  0.10
C13 4.67 1.42 0.99  -0.56
C14 -0.78 2.78 0.36  -1.66
H22 4.33 -0.67 1.34  0.44
N4 -0.79 0.33 -2.34  0.19
H23 -3.65 -0.73 -1.57  0.28
H24 -1.36 3.44 -0.30  0.73
C15 -3.81 2.33 0.67  -0.48
C16 4.48 2.48 0.11  -0.51
C17 0.40 0.64 0.06  -0.66
C18 -1.11 1.45 -1.64  0.31
H25 -2.55 -3.14 1.79  0.34
H26 -0.44 -1.42 1.48  -0.03
H27 -0.75 -2.91 -0.65  0.22
H28 -2.30 -0.91 0.46  -0.60
C19 0.07 -0.71 -1.95  -0.26
C20 -0.93 -3.22 0.38  -0.43

Results
Total charge = 0
Energy above the lowest of the compared OMol25 structures with the same formula, charge and spin = 23.51 kJ/mol
SMILES = CCCCCC(=O)N(Cc1ccccc1)c1c(N)n(CCOC)c(=O)[nH]c1=O
HOMO energy = -8.7 eV
Lowest unoccupied orbital energy = 0.016 Eh

=====

Molecular formula: C20H28N4O4S2
Method: DFT, the ωB97M-V functional and the def2-TZVPD basis

Each line ends with the Mulliken charge.
Cartesian coordinates (Å):
H1 -0.19 3.88 0.38  0.48
C1 0.35 -3.60 1.15  -1.51
O1 -2.20 2.87 -1.81  -0.74
O2 -3.84 -0.64 -2.67  -0.48
H2 0.30 -4.06 0.17  0.41
H3 -0.62 -3.16 3.49  0.46
H4 -2.68 -2.87 -2.72  0.43
C2 1.49 5.09 -0.40  -0.67
H5 -3.38 0.52 -0.23  0.33
H6 -3.78 1.42 -2.35  0.16
H7 1.31 -1.83 0.42  -0.34
H8 0.52 -4.38 1.90  0.41
C3 -2.53 -2.36 -1.78  -1.00
H9 2.71 0.09 -1.64  0.54
C4 -3.12 -1.10 -1.61  0.56
N1 2.88 0.21 0.86  -0.07
H10 -2.08 -0.48 1.52  0.25
H11 2.88 -1.26 3.93  0.40
H12 0.16 -0.49 2.22  -0.08
H13 -5.24 0.58 -1.74  0.33
O3 0.95 1.36 0.82  -0.66
C5 0.43 4.16 -0.46  -0.08
H14 -4.99 0.78 -3.49  0.24
H15 0.39 -0.77 -1.60  0.16
C6 -2.95 -0.46 -0.40  -0.60
C7 2.95 0.12 2.30  -0.72
H16 -0.63 1.15 -0.45  0.15
S1 1.41 4.27 -2.83  -0.09
C8 2.81 -1.32 2.84  -1.12
C9 -4.49 0.61 -2.54  -0.57
H17 -1.74 -1.87 3.05  0.55
C10 -0.80 -2.35 2.79  -1.63
S2 -0.91 2.44 -2.26  1.47
C11 1.91 0.75 -1.30  -0.28
C12 -1.80 -2.94 -0.77  -0.25
N2 -0.90 -2.94 1.47  0.04
H18 0.59 0.34 -2.97  0.46
C13 -2.19 -1.03 0.61  -0.15
H19 3.64 -1.92 2.47  0.45
H20 2.44 -3.10 0.96  0.63
C14 1.50 -2.59 1.19  0.27
C15 0.28 3.64 -1.70  -0.24
H21 3.59 -0.27 0.33  0.27
N3 1.59 -2.04 2.53  0.03
H22 0.45 -0.99 3.91  0.50
C16 1.86 0.81 0.22  0.44
H23 2.14 0.75 2.69  0.35
C17 0.36 -1.35 2.88  0.22
H24 -1.40 -3.93 -0.93  0.39
H25 2.12 1.76 -1.66  0.04
H26 1.78 5.61 0.50  0.42
C18 0.57 0.27 -1.88  -1.06
H27 2.94 5.89 -1.83  0.44
H28 3.91 0.52 2.64  0.43
C19 -1.60 -2.29 0.45  0.70
N4 -0.57 1.04 -1.46  0.14
O4 -0.68 2.23 -3.65  -0.79
C20 2.11 5.25 -1.60  -0.42

Results
Total charge = 0
Energy above the lowest of the compared OMol25 structures with the same formula, charge and spin = 305.46 kJ/mol
SMILES = COc1ccc(N2CCN(CCNC(=O)CCNS(=O)(=O)c3cccs3)CC2)cc1
HOMO energy = -7.1 eV
Lowest unoccupied orbital energy = 0.016 Eh

=====

Molecular formula: C20H28N4OSSbSe4TeW
Method: DFT, the ωB97M-V functional and the def2-TZVPD basis

Each line ends with the Mulliken charge.
Cartesian coordinates (Å):
C1 2.72 1.18 -2.02  -0.81
C2 6.46 1.63 -2.32  -0.58
C3 -1.75 -1.83 5.02  -0.70
O1 -1.30 -0.55 1.66  -0.15
H1 -1.94 -2.90 5.08  0.33
H2 -3.51 -1.42 6.18  0.38
H3 4.99 0.36 -3.23  0.44
H4 0.47 -2.65 4.17  0.46
C4 0.17 -1.91 3.43  -0.96
C5 -3.93 -1.18 4.09  -0.71
Se1 -1.96 2.10 -0.53  -0.56
C6 -4.08 -0.16 1.84  -0.72
H5 -4.83 -0.59 4.19  0.40
C7 -3.02 -1.04 5.29  -0.56
H6 -2.18 -2.29 -5.14  0.36
N1 -0.08 -2.51 -2.53  -0.49
Se2 1.81 0.83 1.83  -0.26
C8 4.11 1.73 -1.83  0.49
C9 -0.71 -2.85 -3.66  0.82
H7 -0.36 -4.93 -3.50  0.34
H8 -3.76 0.29 -3.36  0.34
C10 4.34 2.76 -0.92  0.64
C11 -1.67 -2.00 -4.23  -0.92
C12 -0.32 -4.15 -4.26  -1.23
H9 -3.49 0.16 0.99  0.06
H10 0.23 -2.36 2.44  0.32
H11 2.60 0.19 -1.59  0.40
H12 7.29 1.19 -2.87  0.40
Se3 -1.77 5.88 1.44  -0.40
S1 0.50 -0.96 -0.53  -0.35
H13 2.44 1.15 -3.08  0.53
N2 -3.23 -0.72 2.88  0.40
H14 0.84 -1.07 3.49  0.13
H15 -3.39 -0.15 -5.04  0.38
H16 -0.96 -4.41 -5.10  0.36
H17 5.82 4.03 -0.02  0.45
C13 -1.96 -0.82 -3.62  1.23
Se4 -1.45 2.12 3.07  -0.26
H18 -2.50 1.15 -4.22  0.35
W1 -0.35 1.15 1.01  0.02
H19 -2.78 0.01 5.45  0.25
N3 -1.29 -0.51 -2.48  0.69
H20 -4.23 -2.23 3.95  0.29
C14 5.17 1.16 -2.52  -0.72
C15 -2.96 0.17 -4.09  -1.41
C16 -1.92 -0.88 2.77  0.16
C17 -0.37 -1.36 -1.94  0.44
H21 -4.62 0.71 2.22  0.34
H22 3.25 3.04 0.90  0.38
C18 5.64 3.22 -0.72  -0.72
Te1 1.38 2.58 -1.05  0.44
N4 -1.21 -1.50 3.71  0.22
C19 6.70 2.66 -1.42  -0.58
H23 -1.52 0.37 -2.01  -0.57
H24 7.70 3.02 -1.26  0.40
C20 3.19 3.34 -0.14  -1.07
H25 -4.79 -0.92 1.51  0.36
H26 3.16 4.43 -0.20  0.51
H27 -0.99 -1.59 5.77  0.45
Sb1 -0.52 3.90 1.63  0.45
H28 0.71 -4.08 -4.60  0.30

Results
Total charge = +1
Energy above the lowest of the compared OMol25 structures with the same formula, charge and spin = 225.75 kJ/mol
HOMO energy (alpha / beta) = -10.1 / -10.0 eV
Lowest unoccupied orbital energy (alpha / beta) = -0.179 / -0.182 Eh

=====

Molecular formula: C20H28NO2
Method: DFT, the ωB97M-V functional and the def2-TZVPD basis

Each line ends with the Mulliken charge.
Cartesian coordinates (Å):
C1 -1.70 -3.25 -1.35  -0.67
H1 3.04 0.10 -1.88  0.13
C2 -2.35 0.49 0.61  0.32
H2 -4.29 0.64 -0.24  0.53
C3 3.16 -1.01 0.79  -0.64
H3 -1.05 2.75 2.79  0.44
C4 1.93 0.04 2.57  -0.63
H4 0.38 1.81 -0.73  -0.01
H5 0.07 -0.36 -2.27  0.16
C5 -3.89 2.29 1.05  -0.89
C6 -1.42 1.09 1.49  0.20
H6 0.29 1.01 3.57  0.61
H7 2.39 -0.04 -3.50  0.41
H8 1.29 0.02 -0.05  -0.67
H9 2.52 -2.44 -0.73  0.39
H10 2.52 2.29 -2.86  0.40
H11 -2.84 -0.12 -1.96  0.56
H12 3.64 -1.62 1.56  0.42
C7 -1.53 -1.88 0.62  -0.06
H13 -0.98 -3.95 0.53  0.49
C8 0.72 0.97 2.56  -1.03
C9 -1.75 2.28 2.12  -0.94
H14 0.85 1.82 -3.14  0.29
H15 1.18 -1.73 -2.43  0.53
C10 -3.57 1.11 0.41  -0.50
H16 -3.21 3.80 2.41  0.44
C11 1.70 1.69 -2.46  -0.70
H17 -1.58 -4.20 -1.84  0.44
H18 -1.32 -1.79 1.67  0.40
C12 -2.08 -0.79 -0.07  0.86
C13 -1.36 -3.10 -0.02  -0.31
O1 -0.20 0.46 1.62  0.31
H19 2.11 2.02 -0.36  0.20
C14 2.14 0.22 -2.48  -0.54
H20 1.20 3.30 -1.13  0.46
H21 3.93 -0.68 0.09  0.40
C15 -2.42 -0.96 -1.41  -0.59
C16 1.06 -0.74 -1.98  -0.48
H22 1.59 -0.99 2.73  0.31
C17 2.07 -1.84 0.06  -0.56
C18 -2.23 -2.17 -2.05  -0.64
H23 -4.85 2.76 0.88  0.42
N1 1.07 -0.90 -0.51  1.13
H24 -2.52 -2.28 -3.08  0.45
H25 2.61 0.32 3.38  0.46
O2 2.60 0.16 1.32  -0.38
C19 1.33 2.22 -1.08  -0.60
H26 0.12 -1.16 -0.17  -0.54
H27 1.56 -2.50 0.76  0.39
C20 -2.98 2.88 1.90  -0.70
H28 1.05 1.98 2.27  0.50

Results
Total charge = +1
Energy above the lowest of the compared OMol25 structures with the same formula, charge and spin = 44.77 kJ/mol
SMILES = CCCC[NH2+]CCOCCOc1ccccc1-c1ccccc1
HOMO energy = -11.4 eV
Lowest unoccupied orbital energy = -0.081 Eh

=====

Molecular formula: C20H28O5
Method: DFT, the ωB97M-V functional and the def2-TZVPD basis

Each line ends with the Mulliken charge.
Cartesian coordinates (Å):
C1 1.79 -1.05 -3.65  -0.80
H1 -0.41 1.47 3.46  0.36
C2 -0.76 0.56 3.96  -0.76
H2 0.19 -3.00 2.48  0.31
O1 -1.61 -1.86 0.35  -0.75
C3 -1.87 -1.56 1.51  0.75
C4 -2.14 0.20 3.37  -1.61
H3 -2.59 -0.61 3.97  0.47
C5 1.88 1.41 -3.49  -0.51
C6 -2.00 0.87 0.93  0.36
H4 3.68 -2.06 -3.78  0.35
H5 -0.64 -3.92 3.74  0.39
H6 -0.96 -1.79 5.06  0.41
H7 -2.50 -0.23 -2.16  0.14
H8 -2.85 2.96 -0.18  0.27
O2 -2.03 2.10 1.51  -0.19
H9 5.64 -1.72 -2.76  0.37
O3 -1.95 0.77 -0.29  -0.67
O4 -1.01 -0.82 -3.49  -0.29
H10 1.32 2.34 -3.40  0.38
C7 3.25 1.37 -3.55  -0.69
C8 -0.29 0.26 -3.46  0.02
C9 0.27 -0.54 3.77  -0.79
H11 -1.07 3.06 -0.05  0.21
C10 1.13 0.20 -3.54  0.58
H12 0.70 -2.34 4.86  0.30
C11 -0.58 -2.93 3.26  -0.65
C12 -2.01 3.13 0.50  -0.04
C13 3.16 -1.09 -3.71  -0.29
H13 -3.08 4.60 1.68  0.30
H14 -2.23 -3.58 2.09  0.44
H15 -2.69 -2.43 3.36  0.38
H16 -2.83 -1.66 -3.20  0.27
C14 -2.41 -0.66 -3.16  -0.37
H17 -2.88 -0.01 -3.91  0.35
C15 -2.13 4.48 1.15  -1.32
C16 -0.16 -1.92 4.32  -0.74
C17 -1.93 -2.65 2.60  -0.94
H18 -0.87 0.79 5.03  0.36
H19 -0.83 1.21 -3.36  0.30
H20 1.22 -1.98 -3.67  0.44
C18 -2.06 -0.20 1.94  0.09
H21 0.52 -0.63 2.70  0.37
H22 1.20 -0.24 4.27  0.44
H23 -2.79 1.08 3.45  0.49
H24 3.85 2.28 -3.50  0.43
C19 5.92 -1.16 -3.66  -0.83
H25 -2.11 5.22 0.35  0.41
O5 5.27 0.13 -3.69  -0.42
C20 3.91 0.12 -3.66  1.02
H26 6.98 -0.92 -3.65  0.24
H27 5.67 -1.75 -4.55  0.34
H28 -1.30 4.70 1.82  0.31

Results
Total charge = 0
Energy above the lowest of the compared OMol25 structures with the same formula, charge and spin = 373.51 kJ/mol
HOMO energy = -5.4 eV
Lowest unoccupied orbital energy = -0.087 Eh

=====

| no. | E (Eh) |
| --- | --- |
| 1 | -1298.9740 |
| 2 | -2095.2543 |
| 3 | -11652.3214 |
| 4 | -983.9129 |
| 5 | -1154.9683 |